No. 1
{
  "formula": "C17H34N6Tl",
  "method": "ωB97M-V/def2-TZVPD",
  "orbital_gap_ha": 0.143,
  "lumo_energy_ev": 2.7,
  "e_homo_ev": -1.2,
  "total_charge": -1,
  "species": ["Tl", "C", "N", "C", "C", "N", "C", "C", "N", "C", "C", "N", "C", "N", "C", "C", "C", "N", "C", "H", "H", "H", "H", "H", "H", "H", "H", "H", "H", "H", "H", "H", "H", "H", "H", "H", "H", "H", "H", "H", "H", "H", "H", "C", "C", "C", "C", "C", "H", "H", "H", "H", "H", "H", "H", "H", "H", "H"],
  "coordinates": [[-2.2203, -0.0879, 0.6611], [0.3259, 2.9711, 0.3404], [0.5850, 3.1244, -1.0719], [0.5181, 4.4516, -1.6241], [0.6103, 4.1605, -3.1084], [-0.0764, 2.8878, -3.2087], [-0.0335, 2.2756, -4.5132], [0.0652, 2.1933, -1.9819], [-0.2263, 1.0202, -1.6135], [-0.6026, -0.0700, -2.4686], [0.2112, -1.3306, -2.1998], [0.0588, -1.9178, -0.8892], [0.7386, -2.9540, -0.6048], [0.7142, -3.5561, 0.6450], [0.2517, -2.8619, 1.8239], [1.7798, -4.5111, 0.7820], [2.0588, -4.8794, -0.6608], [1.6717, -3.6820, -1.3910], [1.4614, -3.9413, -2.8028], [1.1027, 3.4855, 0.9119], [0.3010, 1.9202, 0.6144], [-0.6506, 3.3886, 0.6165], [1.3388, 5.0729, -1.2596], [-0.4329, 4.9496, -1.3762], [1.6610, 4.0788, -3.4281], [0.1143, 4.9114, -3.7271], [-0.1483, 3.0684, -5.2552], [-0.8544, 1.5793, -4.6541], [0.9150, 1.7573, -4.7155], [-0.4227, 0.1185, -3.5315], [-1.6682, -0.2819, -2.3387], [1.2667, -1.0853, -2.3976], [-0.1066, -2.0329, -2.9825], [-0.1678, -1.8900, 1.5815], [1.0855, -2.7056, 2.5199], [-0.5268, -3.4298, 2.3371], [1.4685, -5.3707, 1.3803], [2.6620, -4.0640, 1.2667], [1.4441, -5.7391, -0.9667], [3.1066, -5.1207, -0.8505], [2.2047, -4.6759, -3.1169], [1.6004, -3.0522, -3.4087], [0.4678, -4.3607, -3.0097], [-1.6622, 2.4833, 3.5866], [-1.5450, 0.9452, 3.6963], [-2.9317, 0.4113, 4.0846], [-0.5892, 0.6555, 4.8711], [-1.0429, 0.3011, 2.4193], [-2.0203, 2.9438, 4.5193], [-2.3481, 2.7438, 2.7777], [-0.6875, 2.9137, 3.3416], [-3.3204, 0.9064, 4.9839], [-2.8808, -0.6642, 4.2590], [-3.6505, 0.5789, 3.2760], [-0.9425, 1.0965, 5.8134], [0.4021, 1.0628, 4.6533], [-0.4875, -0.4235, 5.0061], [0.0535, 0.2315, 2.3885]],
  "mulliken_charge": [-0.279, -0.844, 0.176, -0.643, -0.730, 0.050, -1.051, 0.126, -0.098, -0.681, -0.792, -0.070, 0.010, 0.163, -0.435, -0.662, -0.699, 0.057, -1.127, 0.335, 0.058, 0.370, 0.336, 0.323, 0.334, 0.390, 0.372, 0.412, 0.334, 0.173, 0.118, 0.440, 0.321, -0.270, 0.281, 0.163, 0.365, 0.356, 0.364, 0.352, 0.387, 0.369, 0.358, -1.514, 1.548, -1.826, -2.030, -0.509, 0.454, 0.269, 0.239, 0.454, 0.336, 0.300, 0.419, 0.428, 0.368, 0.550]
}

No. 2
{
  "formula": "C17H34N8O2Ti",
  "method": "ωB97M-V/def2-TZVPD",
  "orbital_gap_ha": [0.227, 0.323],
  "lumo_energy_ev": [-6.5, -5.8],
  "e_homo_ev": [-12.7, -14.6],
  "e_above_lowest_ev": 0.538,
  "total_charge": 2,
  "s_squared": 2.027,
  "multiplicity": 3,
  "species": ["Ti", "C", "C", "C", "C", "C", "C", "C", "C", "C", "C", "H", "H", "H", "H", "H", "H", "H", "H", "H", "H", "H", "H", "H", "H", "N", "N", "C", "N", "N", "N", "O", "O", "H", "H", "H", "H", "H", "N", "C", "C", "C", "C", "N", "H", "H", "H", "H", "H", "H", "H", "H", "H", "H", "H", "H", "C", "C", "N", "H", "H", "H"],
  "coordinates": [[-0.2322, -0.4944, -0.7781], [1.3023, 3.2933, 2.6299], [1.8626, 1.9137, 2.9820], [0.9897, 1.2344, 4.0307], [2.1183, 1.0637, 1.7488], [2.9800, 1.5372, 0.7533], [3.3534, 0.7585, -0.3246], [2.9132, -0.5607, -0.4506], [3.4475, -1.4271, -1.5542], [2.0209, -1.0330, 0.5133], [1.6193, -0.2226, 1.5906], [1.2427, 3.9191, 3.5199], [0.2931, 3.2048, 2.2177], [1.9155, 3.8163, 1.8961], [2.8468, 2.0749, 3.4337], [-0.0130, 1.0155, 3.6436], [0.8662, 1.8854, 4.8951], [1.4243, 0.2980, 4.3820], [3.4033, 2.5307, 0.8450], [4.0432, 1.1591, -1.0576], [4.5369, -1.3960, -1.5660], [3.1116, -1.0668, -2.5297], [3.1599, -2.4718, -1.4324], [1.7577, -2.0872, 0.5303], [0.9794, -0.6528, 2.3489], [-1.7463, 1.7604, 1.1171], [-1.4446, 2.9534, 0.4391], [-0.5281, 2.8977, -0.5692], [-0.1856, 4.0318, -1.1676], [-0.0570, 1.7068, -0.8854], [0.6923, 1.5589, -2.0255], [0.6934, 0.2521, -2.2783], [1.3151, 2.4002, -2.6823], [-2.7216, 1.7957, 1.3922], [-1.1785, 1.6792, 1.9582], [-1.4942, 3.8192, 0.9596], [-0.6806, 4.8865, -0.9752], [0.5001, 4.0021, -1.9121], [-2.2656, -0.0879, -1.6240], [-3.3818, -1.0600, -1.8221], [-2.8556, -2.4712, -1.9881], [-1.8543, -2.6427, -3.1419], [-0.5830, -3.3302, -2.6818], [0.2853, -2.4155, -1.8675], [-2.5974, 0.6894, -1.0589], [-2.0243, 0.3290, -2.5207], [-3.9735, -0.7604, -2.6877], [-4.0351, -1.0027, -0.9519], [-3.7035, -3.1443, -2.1200], [-2.3796, -2.7698, -1.0499], [-1.5904, -1.6826, -3.5970], [-2.2972, -3.2320, -3.9444], [-0.0074, -3.7010, -3.5291], [-0.8337, -4.1904, -2.0611], [0.9544, -1.9881, -2.5086], [0.8639, -2.9989, -1.2690], [-2.3581, -2.8453, 2.8286], [-1.7154, -2.1093, 1.7584], [-1.1999, -1.5325, 0.9125], [-2.9956, -3.6194, 2.4017], [-2.9628, -2.1644, 3.4268], [-1.5964, -3.3057, 3.4574]],
  "lowdin_spin": [1.218, 0.001, 0.001, 0.000, 0.006, 0.000, 0.005, 0.000, 0.000, 0.006, -0.002, 0.000, 0.000, 0.000, 0.000, 0.000, 0.000, 0.000, 0.000, 0.000, 0.000, 0.000, 0.000, 0.002, 0.000, 0.001, 0.016, 0.031, 0.025, 0.016, 0.322, -0.048, 0.352, 0.000, 0.000, 0.001, 0.001, -0.001, 0.008, 0.003, 0.002, 0.002, 0.003, 0.008, 0.002, 0.002, 0.000, 0.000, 0.000, 0.001, 0.001, 0.000, 0.000, 0.000, 0.001, 0.002, 0.001, 0.005, 0.002, 0.000, 0.000, 0.000]
}

No. 3
{
  "formula": "C17H34OP2Ru",
  "method": "ωB97M-V/def2-TZVPD",
  "orbital_gap_ha": [0.326, 0.180],
  "lumo_energy_ev": [-6.1, -9.7],
  "e_homo_ev": [-15.0, -14.6],
  "e_above_lowest_ev": 1.713,
  "total_charge": 2,
  "s_squared": 6.028,
  "multiplicity": 5,
  "species": ["P", "P", "C", "C", "H", "H", "H", "H", "C", "H", "H", "H", "C", "H", "H", "H", "C", "H", "H", "H", "C", "H", "H", "H", "Ru", "C", "C", "C", "C", "C", "C", "C", "C", "C", "H", "H", "H", "H", "H", "H", "H", "H", "H", "H", "H", "H", "H", "H", "H", "C", "C", "O", "H", "H", "H"],
  "coordinates": [[-0.1840, -1.5256, -5.7355], [0.2227, 1.8160, -5.5924], [-0.4009, -0.4366, -7.2529], [0.4081, 0.8636, -7.2041], [-1.4810, -0.2364, -7.3384], [-0.1002, -1.0439, -8.1208], [1.4858, 0.6766, -7.3357], [0.0872, 1.5465, -8.0052], [-1.4383, 2.5422, -5.9525], [-1.6900, 3.2481, -5.1501], [-2.2115, 1.7643, -5.9998], [-1.3993, 3.0803, -6.9101], [1.2050, 3.3332, -5.9438], [0.8231, 3.8353, -6.8459], [2.2664, 3.0823, -6.0791], [1.1015, 4.0100, -5.0829], [-1.1107, -3.0435, -6.1914], [-0.9409, -3.7876, -5.3992], [-0.7532, -3.4470, -7.1512], [-2.1856, -2.8247, -6.2547], [1.5039, -2.1328, -6.1624], [2.2350, -1.3136, -6.1763], [1.4786, -2.6165, -7.1502], [1.8105, -2.8710, -5.4100], [0.0242, 0.0742, -0.6777], [0.6692, 1.7160, -2.1554], [-0.7318, 1.5495, -2.1660], [-1.5413, 0.7642, -3.1609], [-1.8320, -0.7345, -2.8954], [-0.7905, -1.4479, -2.0975], [0.6092, -1.3221, -2.2640], [1.2731, -0.4744, -3.3041], [1.6875, 0.9781, -2.9470], [0.1647, -1.4017, 0.6803], [1.0574, 2.5879, -1.6186], [-1.3011, 2.3209, -1.6287], [-1.0344, 0.8213, -4.1440], [-2.5015, 1.2850, -3.3001], [-2.8005, -0.8004, -2.3750], [-1.9757, -1.2495, -3.8634], [-1.1507, -2.2935, -1.5020], [1.2272, -2.0989, -1.8010], [0.5574, -0.3610, -4.1475], [2.1517, -1.0112, -3.6925], [2.6438, 0.9420, -2.4016], [1.8984, 1.5286, -3.8841], [1.0211, -1.1737, 1.3360], [0.3113, -2.3905, 0.2239], [-0.7411, -1.4212, 1.3056], [-1.2129, 1.5179, 1.5771], [0.0573, 1.4499, 0.8091], [1.0830, 2.0951, 0.9921], [-2.0450, 1.7755, 0.9043], [-1.1395, 2.2876, 2.3582], [-1.4259, 0.5485, 2.0488]],
  "lowdin_spin": [0.353, 0.184, 0.046, 0.022, 0.000, 0.016, 0.000, 0.010, 0.017, 0.001, 0.000, 0.004, 0.030, 0.007, 0.000, 0.000, 0.064, 0.001, 0.014, 0.000, 0.032, 0.000, 0.009, 0.001, 1.865, 0.032, 0.009, 0.014, 0.030, 0.008, 0.056, 0.056, 0.052, 0.063, 0.000, 0.008, 0.009, 0.001, 0.006, 0.013, 0.002, 0.004, 0.030, 0.001, 0.010, 0.013, 0.012, 0.014, 0.021, 0.098, 0.258, 0.492, 0.001, 0.010, 0.002]
}

No. 4
{
  "formula": "C17H34OP2Ti",
  "method": "ωB97M-V/def2-TZVPD",
  "orbital_gap_ha": [0.214, 0.267],
  "lumo_energy_ev": [0.3, 0.3],
  "e_homo_ev": [-5.5, -7.0],
  "e_above_lowest_ev": 3.681,
  "total_charge": 0,
  "s_squared": 2.064,
  "multiplicity": 3,
  "species": ["P", "P", "C", "C", "H", "H", "H", "H", "C", "H", "H", "H", "C", "H", "H", "H", "C", "H", "H", "H", "C", "H", "H", "H", "Ti", "C", "C", "C", "C", "C", "C", "C", "C", "C", "H", "H", "H", "H", "H", "H", "H", "H", "H", "H", "H", "H", "H", "H", "H", "C", "C", "O", "H", "H", "H"],
  "coordinates": [[-0.9798, -1.1523, -1.0260], [-0.8352, 2.4673, -0.3899], [-1.3054, 0.3610, -2.0847], [-0.2413, 1.3923, -1.7640], [-2.3381, 0.6757, -1.8550], [-1.2949, 0.1224, -3.1398], [0.6615, 0.9236, -1.4244], [0.0494, 1.9720, -2.6018], [-2.2372, 3.3954, -1.0849], [-2.2593, 4.4259, -0.7237], [-3.1748, 2.8838, -0.8186], [-2.1864, 3.3413, -2.1593], [0.6350, 3.3801, 0.0525], [0.7871, 4.2424, -0.5895], [1.5167, 2.7313, -0.0091], [0.6030, 3.7106, 1.0998], [-2.3618, -2.3746, -1.1039], [-2.0190, -3.2296, -0.5026], [-2.5425, -2.7281, -2.1329], [-3.2783, -1.9604, -0.6909], [-0.2470, -2.0726, -2.5756], [0.6213, -1.6229, -3.0597], [-1.0460, -2.1163, -3.3335], [0.0096, -3.1091, -2.3100], [-1.9647, 0.8003, 0.6101], [3.1176, 0.1923, 0.5145], [2.3322, -0.0960, 1.5422], [1.0417, -0.9058, 1.5545], [1.0356, -2.4577, 1.3799], [1.4895, -3.1557, 0.1157], [2.5767, -2.8247, -0.6157], [2.6555, -1.5127, -1.3874], [3.6650, -0.6021, -0.6537], [-2.4836, -0.8021, 1.9497], [3.8134, 1.0116, 0.6896], [2.3247, 0.6970, 2.3093], [0.3103, -0.4693, 0.8591], [0.5415, -0.6642, 2.5068], [1.6272, -2.8380, 2.2149], [0.0434, -2.8719, 1.5757], [0.8938, -4.0171, -0.1844], [3.4865, -3.4013, -0.6499], [1.6729, -1.0192, -1.3438], [2.9153, -1.6535, -2.4615], [4.4934, -1.2442, -0.3490], [4.1534, 0.1038, -1.3443], [-1.7548, -0.9154, 2.7671], [-2.6329, -1.7184, 1.3746], [-3.4434, -0.3862, 2.3140], [-1.1056, 2.6112, 3.4648], [-1.6224, 2.1123, 2.1894], [-2.8731, 2.2582, 1.7982], [-0.1350, 3.0918, 3.3124], [-0.9376, 1.7401, 4.1143], [-1.7729, 3.2775, 4.0606]],
  "lowdin_spin": [0.020, 0.082, 0.028, 0.034, 0.012, 0.004, 0.003, 0.006, 0.020, 0.002, 0.010, 0.000, 0.005, 0.000, 0.001, 0.000, 0.009, 0.001, 0.000, 0.002, 0.002, 0.000, 0.000, 0.000, 1.580, 0.001, 0.002, 0.012, -0.010, -0.105, 0.110, 0.010, 0.008, 0.020, 0.000, 0.000, 0.013, 0.001, -0.008, 0.000, 0.000, 0.002, 0.000, 0.004, 0.000, 0.001, 0.003, 0.010, 0.005, -0.004, 0.009, 0.096, 0.000, 0.001, -0.001]
}